Record 1
# C15H15N3O4

One molecule with the formula C15H15N3O4 at a distorted geometry (ωB97M-V/def2-TZVPD, the OMol25 dataset).

The value obtained for the LUMO energy is -0.3 eV. The value obtained for the total energy is -28457.28362 eV. The energy above the lowest of the compared OMol25 structures with the same formula, charge and spin comes out at 0.3629 eV. Its spin multiplicity is 1. The HOMO energy is -8.9 eV. For the HOMO-LUMO gap, the calculation gives 8.554 eV.

Geometry as XYZ:
```
37
Properties=species:S:1:pos:R:3:forces:R:3
C -2.7407 -3.3794 0.3420 -0.172 -0.357 -0.085
N -2.2475 -2.0280 0.1853 0.028 0.036 -0.177
C -1.7269 -1.3183 1.2388 0.303 0.475 0.239
C -1.1495 -0.1073 1.0522 -0.352 0.111 -0.572
C -0.5189 0.6601 2.1153 -0.006 -0.253 0.467
O 0.0022 1.7399 1.9085 -0.045 0.041 -0.060
C -0.5095 0.0122 3.4835 -0.074 0.205 0.108
C -1.7403 -0.8565 3.6874 0.196 -0.121 -0.038
C -1.8097 -1.9301 2.6057 -0.115 0.087 0.174
H -2.7366 -2.4943 2.7111 0.065 -0.057 -0.057
H -0.9771 -2.6310 2.7303 -0.049 -0.084 -0.005
H -1.7136 -1.3268 4.6717 -0.051 0.016 -0.023
H -2.6351 -0.2327 3.6350 -0.043 -0.027 0.032
H -0.4383 0.7939 4.2404 0.067 0.010 -0.073
H 0.3971 -0.5974 3.5495 0.051 -0.015 0.015
C -1.0680 0.4981 -0.3309 0.249 0.009 0.351
N -2.0227 -0.1604 -1.1932 -0.019 0.392 -0.085
C -2.4486 -1.4359 -1.0701 -0.106 0.035 0.013
O -3.0152 -2.0283 -1.9622 -0.144 -0.171 -0.280
H -2.1566 0.2343 -2.1128 -0.042 -0.183 0.043
C 0.3543 0.3747 -0.8489 0.151 0.096 -0.131
C 1.1827 1.4850 -0.8913 0.200 0.091 -0.055
C 2.4925 1.3401 -1.3262 -0.724 -1.051 -0.003
C 2.9941 0.1075 -1.7243 0.143 0.317 0.034
C 2.1601 -0.9938 -1.6877 -0.102 -0.001 0.048
C 0.8520 -0.8609 -1.2507 0.002 0.116 -0.005
H 0.2090 -1.7287 -1.2274 -0.058 -0.116 -0.006
H 2.5283 -1.9591 -1.9990 0.048 -0.071 -0.038
H 4.0175 0.0342 -2.0581 0.023 -0.003 -0.003
N 3.3509 2.4997 -1.3798 0.307 0.349 -0.063
O 4.5335 2.3113 -1.5721 0.319 0.019 -0.040
O 2.8380 3.5875 -1.2407 -0.101 0.321 0.068
H 0.8342 2.4537 -0.5678 -0.040 0.025 0.009
H -1.3216 1.5637 -0.2664 0.048 -0.205 0.004
H -1.9902 -4.0061 0.8224 -0.037 -0.002 0.019
H -2.9509 -3.7595 -0.6571 0.047 0.003 0.186
H -3.6673 -3.4067 0.9190 0.030 -0.036 -0.012
```
Forces are in eV/Å.

---

Record 2
# C51H52GeMgN3P2

C51H52GeMgN3P2 as an isolated structure at a distorted geometry (ωB97M-V/def2-TZVPD, the OMol25 dataset).

The value obtained for the LUMO energy (alpha / beta) is -5.1 / -8.0 eV. The value obtained for the total energy is -138724.23881 eV. Its expectation value of S² is 0.76. The energy above the lowest of the compared OMol25 structures with the same formula, charge and spin comes out at 2.4559 eV. Its spin multiplicity is 2. The HOMO energy (alpha / beta) is -11.6 / -11.6 eV. As for the total charge: +2. For the HOMO-LUMO gap (alpha / beta), the calculation gives 6.563 / 3.597 eV.

Geometry as XYZ:
```
110
Properties=species:S:1:pos:R:3:forces:R:3
Mg -0.0762 -0.2333 -0.0587 1.135 1.007 -1.195
C 2.9737 -1.6875 -0.0250 -2.809 0.919 0.531
P 2.7348 0.0572 0.5157 -0.228 -0.388 1.231
C 3.2661 -0.0001 2.2575 -0.034 0.990 0.232
C 2.3388 0.2819 3.2704 -1.235 -0.984 -0.233
C 2.6262 -0.0769 4.6030 -1.302 1.335 0.088
C 3.8965 -0.4962 4.8746 1.091 -0.711 0.117
C 4.8891 -0.6742 3.8996 -3.263 1.531 -0.801
C 4.5794 -0.3665 2.5976 -0.730 -0.494 -0.253
C 4.0263 0.9349 -0.3583 -0.393 0.647 0.218
C 4.5870 0.3184 -1.4417 0.204 0.133 0.278
C 5.4481 0.9717 -2.2631 0.901 1.687 -1.184
C 5.7101 2.3240 -2.0586 0.308 -0.538 0.217
C 5.1623 2.9461 -0.9397 1.128 0.891 -1.041
C 4.3515 2.2654 -0.1054 -1.269 -0.279 1.842
C 2.2929 -1.7337 -1.3605 -0.559 -1.029 0.703
C 2.6845 -2.3955 -2.4949 -0.355 0.576 -0.746
C 1.5905 -2.1955 -3.4106 0.004 -0.339 0.728
C 0.6074 -1.5453 -2.7265 -2.011 1.144 -1.129
C -0.8113 -1.0353 -3.1422 -0.698 -3.445 0.351
P -1.3095 0.5123 -2.4148 -0.746 -0.415 1.099
C -3.1014 0.7339 -2.8402 -0.115 0.829 0.555
C -3.5136 0.9963 -4.1537 0.375 -0.464 -0.388
C -4.8786 1.0956 -4.4414 0.758 0.142 0.357
C -5.8339 0.9993 -3.4285 1.142 0.131 -1.586
C -5.4135 0.8625 -2.1317 0.029 -0.560 1.035
C -4.0591 0.7783 -1.7954 1.022 -0.137 -1.265
C -0.4226 1.8282 -3.2374 1.038 -0.309 -0.269
C 0.9163 1.7328 -3.6955 -0.660 0.920 0.672
C 1.5431 2.9385 -4.0465 -1.872 -0.396 0.176
C 0.7950 4.1348 -4.1480 0.652 0.554 -0.012
C -0.5335 4.2244 -3.7046 1.520 -0.816 -0.098
C -1.0643 3.0424 -3.1895 -2.306 1.219 0.079
N 0.9878 -1.2306 -1.4849 1.356 -0.009 1.653
H 2.4655 -2.3082 0.7369 -0.255 0.307 -0.284
H 3.9275 -2.0768 0.0313 2.394 -0.348 -0.389
H 1.2769 0.5813 2.9944 1.374 -0.280 0.279
H 1.8610 0.0655 5.4372 1.193 -0.253 -1.312
H 4.1606 -0.7488 5.8673 0.115 -0.216 0.976
H 5.8176 -1.0422 4.0542 2.745 -1.006 1.154
H 5.3233 -0.5436 1.8359 0.020 0.092 -0.264
H 4.3603 -0.6796 -1.5922 -0.204 -1.606 -0.623
H 5.9209 0.5435 -3.1338 -0.088 -0.541 0.079
H 6.4327 2.8059 -2.7104 -0.279 0.219 0.120
H 5.4082 3.9657 -0.7042 0.139 0.289 -0.046
H 4.0069 2.7662 0.8201 0.009 -0.352 -0.587
H 3.6640 -2.8585 -2.6838 -0.714 0.205 0.104
H 1.3917 -2.5716 -4.3642 0.365 -0.546 -1.424
H -1.6119 -1.8301 -2.7792 1.374 1.525 -0.140
H -1.0768 -1.0964 -4.1848 0.632 0.281 -0.760
H -2.7121 1.0867 -4.9192 -0.919 -0.122 0.321
H -5.2554 1.2488 -5.4360 0.276 0.053 -0.383
H -6.8213 1.0569 -3.8507 -0.651 -0.121 0.933
H -6.1384 0.6509 -1.3729 -0.347 0.422 0.512
H -3.6417 0.7556 -0.7861 -0.784 -0.457 -0.144
H 1.4490 0.7796 -3.6792 -0.088 0.297 -0.012
H 2.5825 2.8831 -4.2030 1.075 0.330 -0.643
H 1.2722 5.0455 -4.5689 -0.235 -0.774 0.444
H -1.0356 5.1850 -3.7492 -0.239 -0.293 -0.015
H -2.1399 3.0277 -2.8416 1.208 0.219 -0.358
C -2.1704 -0.0660 3.3816 0.458 1.080 -0.241
Ge -1.3766 -1.2112 1.9971 -1.723 -1.185 1.967
C -3.0807 -1.7094 1.0530 1.634 -0.353 -1.946
C -4.3461 -1.2825 1.3933 0.907 0.041 1.986
C -5.4175 -1.5537 0.6041 -1.418 -0.122 -0.179
C -5.3266 -2.1769 -0.6176 1.988 -0.941 -1.031
C -4.0585 -2.6483 -1.0016 0.428 -0.124 -0.739
C -2.9606 -2.3744 -0.1900 0.801 -0.093 -0.285
C -0.5948 -2.6723 3.0902 -0.390 0.098 -1.097
C -0.6438 -2.6516 4.4682 0.359 1.056 0.294
C -0.1492 -3.7265 5.2296 -0.541 0.562 1.482
C 0.3528 -4.8260 4.5988 0.056 -0.109 -0.710
C 0.4272 -4.8985 3.1796 0.467 -0.350 0.418
C 1.1789 -5.9656 2.5611 0.315 -0.243 -0.372
C 1.5870 -5.8603 1.2519 0.226 0.622 -0.588
C 1.1994 -4.7053 0.4752 0.470 -1.320 0.875
C 0.3582 -3.7953 1.0456 0.093 -0.192 0.440
C -0.0403 -3.7867 2.4201 1.348 -1.258 -0.655
H -2.6020 -0.6795 4.1461 -0.332 -0.540 0.331
H -2.9896 0.5309 2.9708 0.222 0.130 0.058
H -1.4546 0.5761 3.9047 -0.065 0.101 -0.129
H -4.5024 -0.8924 2.4049 -0.168 0.136 -0.508
H -6.3652 -1.3384 1.0354 -0.844 0.385 -0.046
H -6.0812 -2.3358 -1.3606 -0.896 0.074 0.334
H -3.8484 -3.1973 -1.9751 -0.648 0.838 1.329
H -1.9621 -2.6601 -0.5992 -0.747 0.074 0.587
H -0.9561 -1.7099 4.9506 0.079 -0.805 -0.020
H -0.1611 -3.6660 6.3600 0.001 -0.081 -1.556
H 0.8036 -5.6133 5.1698 0.037 -0.365 0.226
H 1.5413 -6.8633 3.1127 -0.569 0.994 -0.080
H 2.2872 -6.5847 0.7869 -0.702 0.410 0.528
H 1.6648 -4.5373 -0.5076 -0.622 -0.093 0.364
H 0.1352 -2.9812 0.4174 -0.448 1.252 -0.550
N -1.5904 4.7356 0.5161 1.037 0.761 0.608
C -0.1591 4.5747 1.0791 0.188 0.542 -1.214
C 0.4080 3.2453 0.6274 -0.927 -0.856 -0.662
N -0.5584 2.1073 0.8192 1.034 0.414 -0.242
C -1.9435 2.3333 0.4652 0.424 1.243 -1.366
C -2.5191 3.6429 1.0178 0.727 0.032 0.262
H -1.5675 4.7557 -0.5026 0.207 -0.479 -0.333
H -1.8776 5.6969 0.7327 -0.396 -0.369 0.411
H -0.1514 4.8133 2.1343 -0.542 -0.589 0.397
H 0.4944 5.3542 0.6730 -0.448 0.099 -0.326
H 1.2639 3.0112 1.2202 0.694 -0.138 0.451
H 0.7872 3.2884 -0.4235 -0.663 -0.063 0.598
H -0.5960 1.9302 1.7972 0.450 -0.401 1.165
H -2.4366 1.4526 0.8182 -0.978 -0.271 0.049
H -1.9653 2.3945 -0.6335 -0.403 -0.265 0.263
H -2.3908 3.6357 2.1180 -0.625 0.292 -0.501
H -3.5231 3.8909 0.6452 0.252 -0.294 0.451
```
Forces are in eV/Å.